# 1
Entry from OMol25: C27H22I2N3P2PdSe2 as an isolated structure at a distorted geometry (ωB97M-V/def2-TZVPD).

Output
- E_HOMO (spin up / spin down) (Eh) = -0.348 / -0.349
- LUMO level (spin up / spin down) (eV) = -6.037 / -5.743
- HOMO-LUMO gap (spin up / spin down) (eV) = 3.42 / 3.74
- net charge = +1

Last column: Löwdin charge in e.
Positions of all 59 atoms, in Å:
Pd  -0.107  4.636  0.298  0.14
I  0.224  5.263  3.058  0.86
C  0.005  7.284  2.337  -1.03
I  -0.177  7.350  0.171  0.90
H  0.883  7.851  2.628  -0.02
H  -0.896  7.707  2.773  -0.02
Se  4.502  -0.679  0.394  0.31
P  2.416  -0.739  -0.088  0.53
C  2.136  -1.436  -1.736  -0.37
C  2.411  -2.780  -1.969  -0.09
C  2.264  -3.289  -3.246  -0.06
C  1.872  -2.457  -4.284  -0.07
C  1.631  -1.113  -4.055  -0.07
C  1.766  -0.597  -2.780  -0.10
C  1.470  -1.609  1.202  -0.35
C  1.643  -1.103  2.488  -0.11
C  1.030  -1.721  3.559  -0.07
C  0.249  -2.846  3.345  -0.08
C  0.085  -3.355  2.068  -0.08
C  0.697  -2.742  0.986  -0.09
C  1.854  0.953  -0.132  -0.43
C  0.662  1.687  -0.189  -0.38
N  1.073  2.977  -0.211  -0.18
N  2.368  3.037  -0.155  -0.03
N  2.862  1.842  -0.116  0.00
P  -1.126  1.438  -0.195  0.71
Se  -2.173  3.334  -0.148  0.50
C  -1.602  0.466  -1.650  -0.34
C  -2.394  1.015  -2.651  -0.10
C  -2.729  0.247  -3.751  -0.05
C  -2.279  -1.060  -3.848  -0.05
C  -1.506  -1.613  -2.837  -0.05
C  -1.159  -0.849  -1.738  -0.10
C  -1.489  0.515  1.328  -0.35
C  -2.244  -0.650  1.364  -0.06
C  -2.566  -1.209  2.587  -0.06
C  -2.162  -0.599  3.764  -0.06
C  -1.427  0.578  3.726  -0.06
C  -1.086  1.134  2.510  -0.11
H  2.752  -3.408  -1.157  0.11
H  2.464  -4.333  -3.433  0.11
H  1.772  -2.854  -5.282  0.11
H  1.343  -0.459  -4.863  0.11
H  1.592  0.453  -2.597  0.10
H  2.279  -0.238  2.636  0.10
H  1.180  -1.335  4.556  0.11
H  -0.218  -3.338  4.181  0.11
H  -0.506  -4.243  1.907  0.11
H  0.583  -3.153  -0.006  0.10
H  -2.754  2.032  -2.561  0.06
H  -3.351  0.667  -4.527  0.11
H  -2.537  -1.655  -4.709  0.11
H  -1.180  -2.639  -2.899  0.12
H  -0.558  -1.262  -0.940  0.09
H  -2.588  -1.108  0.448  0.11
H  -3.155  -2.112  2.620  0.12
H  -2.434  -1.030  4.714  0.12
H  -1.139  1.074  4.641  0.11
H  -0.525  2.066  2.467  0.07

---

# 2
Entry from OMol25: C27H22IN4O4Rh as an isolated structure (ωB97M-V/def2-TZVPD).

Output
- E_HOMO (Eh) = -0.544
- LUMO level (eV) = -7.723
- HOMO-LUMO gap (eV) = 7.08
- energy above the lowest of the compared OMol25 structures with the same formula, charge and spin (kcal per mole) = 25.1
- net charge = +2

Last column: Löwdin charge in e.
Positions of all 59 atoms, in Å:
Rh  0.579  -0.220  -0.001  0.95
C  4.902  2.738  2.111  0.00
C  3.555  3.252  1.676  -0.24
N  3.471  4.579  1.602  0.16
C  2.337  5.139  1.221  -0.04
C  1.183  4.421  0.950  -0.11
C  -0.065  5.165  0.538  -0.18
O  -0.663  4.558  -0.604  -0.04
C  1.234  3.018  1.048  -0.06
C  -0.103  2.416  0.932  -0.02
N  -0.525  1.256  0.584  -0.03
C  -1.915  0.932  0.826  -0.29
C  -2.586  1.484  1.918  -0.02
C  -3.921  1.200  2.138  -0.03
C  -4.601  0.339  1.290  -0.02
C  -3.939  -0.244  0.221  -0.11
C  -2.606  0.053  0.001  -0.60
I  -1.615  -0.915  -1.564  1.21
C  2.460  2.414  1.382  -0.04
O  3.576  0.759  0.078  0.04
H  5.594  3.574  2.120  0.10
H  5.298  1.960  1.461  0.09
H  4.852  2.343  3.129  0.10
H  2.338  6.220  1.138  0.14
H  0.189  6.208  0.355  0.14
H  -0.798  5.165  1.352  0.14
H  -0.668  5.176  -1.341  0.11
H  -0.900  3.089  1.217  0.12
H  -2.054  2.118  2.615  0.12
H  -4.428  1.633  2.990  0.13
H  -5.638  0.096  1.474  0.13
H  -4.461  -0.933  -0.429  0.11
O  -2.657  -1.180  5.798  0.16
C  -2.585  -1.338  4.473  -0.48
O  -3.543  -1.638  3.823  0.15
C  -1.263  -1.073  3.799  -0.12
C  -0.950  -1.830  2.695  0.02
C  0.235  -1.575  1.986  -0.07
C  1.051  -0.469  2.361  -0.29
C  0.727  0.289  3.500  0.01
C  -0.393  -0.048  4.221  0.02
N  1.936  -0.152  1.358  -0.03
C  2.855  0.938  1.316  -0.26
C  2.988  1.156  -1.065  -0.30
C  3.803  1.738  -2.028  0.06
C  3.239  2.186  -3.201  0.01
C  1.862  2.065  -3.384  -0.02
C  1.121  1.455  -2.407  -0.12
N  1.672  0.969  -1.269  0.01
H  -1.790  -1.135  6.223  0.13
H  -1.606  -2.642  2.408  0.15
H  0.650  -2.347  1.347  0.12
H  1.348  1.124  3.799  0.13
H  -0.635  0.529  5.106  0.14
H  3.609  0.747  2.079  0.16
H  4.858  1.834  -1.813  0.14
H  3.858  2.644  -3.961  0.13
H  1.373  2.427  -4.276  0.13
H  0.053  1.328  -2.507  0.06

---

# 3
Entry from OMol25: C27H22InN7S as an isolated structure (ωB97M-V/def2-TZVPD).

Output
- E_HOMO (Eh) = -0.513
- LUMO level (eV) = -6.712
- HOMO-LUMO gap (eV) = 7.23
- energy above the lowest of the compared OMol25 structures with the same formula, charge and spin (kcal per mole) = 33.0
- net charge = +2

Last column: Löwdin charge in e.
Positions of all 58 atoms, in Å:
In  0.313  -0.369  0.214  0.92
C  -1.788  -1.508  5.860  -0.05
C  -1.769  -0.355  5.086  -0.06
C  -0.950  -0.290  3.970  -0.07
C  -0.147  -1.372  3.645  -0.26
C  -0.156  -2.530  4.415  -0.01
C  -0.986  -2.593  5.520  -0.05
N  0.720  -1.229  2.510  -0.02
N  1.756  -1.901  2.542  0.11
C  2.620  -1.797  1.408  -0.29
C  3.878  -2.351  1.580  0.01
C  4.793  -2.296  0.538  -0.03
C  4.436  -1.709  -0.664  -0.04
C  3.165  -1.160  -0.836  -0.10
C  2.247  -1.204  0.204  -0.22
H  -2.420  -1.559  6.735  0.12
H  -2.379  0.495  5.360  0.12
H  -0.897  0.623  3.389  0.09
H  0.471  -3.366  4.139  0.12
H  -1.003  -3.489  6.125  0.12
H  4.125  -2.802  2.532  0.13
H  5.779  -2.722  0.661  0.12
H  5.143  -1.682  -1.482  0.12
H  2.913  -0.730  -1.794  0.09
C  -3.711  -2.485  0.760  0.01
N  -3.712  -1.594  -0.407  -0.10
C  -4.493  -1.783  -1.522  0.01
C  -4.260  -0.745  -2.348  0.01
N  -3.338  0.084  -1.731  0.04
C  -3.008  -0.458  -0.534  -0.60
S  -1.998  0.083  0.780  0.75
C  -3.010  1.411  -2.222  -0.25
C  -3.777  1.980  -3.227  0.02
C  -3.445  3.264  -3.626  -0.02
C  -2.393  3.919  -3.002  -0.02
C  -1.695  3.241  -2.020  -0.11
N  -1.986  1.994  -1.644  0.10
H  -4.130  -3.438  0.451  0.11
H  -4.317  -2.054  1.553  0.11
H  -2.695  -2.621  1.119  0.08
H  -5.141  -2.633  -1.633  0.15
H  -4.657  -0.552  -3.326  0.13
H  -4.616  1.477  -3.682  0.11
H  -4.015  3.748  -4.407  0.13
H  -2.126  4.932  -3.266  0.12
H  -0.866  3.712  -1.505  0.12
N  1.726  2.325  -6.872  0.22
C  1.526  1.918  -5.818  -0.14
C  1.252  1.419  -4.497  -0.18
C  0.508  0.255  -4.329  0.03
C  0.241  -0.171  -3.045  -0.11
N  0.668  0.490  -1.963  -0.06
C  1.396  1.599  -2.129  -0.12
C  1.714  2.100  -3.377  0.03
H  0.151  -0.303  -5.183  0.14
H  -0.335  -1.073  -2.875  0.12
H  1.741  2.103  -1.234  0.13
H  2.310  2.996  -3.475  0.14

---

E_tot (computed, eV): -201770.50211; -53599.53511; -54780.49017